23
Properties=species:S:1:pos:R:3:forces:R:3:lowdin_charge:R:1 method="wB97M-V/def2-TZVPD" energy_ha=-384.577948 relative_energy_kcal_mol=33.85 e_lumo_ev=0.9 molar_mass_g_mol=126.20 smiles=CCc1c[nH]cn1.CC gap_ev=9.27
C -0.1590 1.0351 -2.9493 1.01 -0.53 1.76 -0.1043
C 0.2036 1.9666 -1.7929 1.76 1.53 -1.08 -0.2333
C 0.0623 1.4892 -0.4064 -0.45 0.65 1.01 -0.3186
C -0.0677 2.2224 0.7588 -0.31 -0.58 -0.97 -0.0589
N -0.3370 1.3102 1.7260 -0.65 -1.47 1.20 0.0362
C -0.3829 0.0493 1.1718 1.47 1.88 -1.61 -0.1534
N -0.0487 0.1774 -0.1027 -0.82 -1.30 -0.21 0.0945
H 0.1373 1.5938 -3.8288 -0.48 -0.55 -0.55 0.0697
H -1.1603 0.6632 -2.8428 -0.86 0.43 -0.58 0.0621
H 0.4040 0.0989 -2.7939 0.25 0.46 -0.52 0.0717
H 1.2555 2.2785 -1.9458 0.20 -0.78 0.08 0.1104
H -0.1472 2.9942 -1.9919 -1.05 -0.45 0.59 0.1109
H -0.0849 3.2685 0.9483 0.02 0.47 0.10 0.1084
H -0.6511 1.5100 2.6592 0.18 0.19 0.07 0.1433
H -0.4444 -0.9202 1.6182 -0.36 0.11 0.75 0.0919
C 0.9663 -3.1390 0.7965 -0.25 2.84 -1.41 -0.1817
C -0.3365 -3.8152 1.0497 -3.18 -0.66 -0.11 -0.1996
H 0.8986 -2.4417 -0.0740 -0.34 -1.25 -0.58 0.0612
H 1.1128 -2.1979 1.3564 0.70 -1.24 1.33 0.0448
H 1.8229 -3.7541 0.5837 0.35 -0.14 0.62 0.0609
H -0.9708 -3.5567 1.9106 0.96 0.54 0.51 0.0581
H -0.4063 -4.8950 1.1218 0.98 -0.37 -0.08 0.0534
H -1.1418 -3.6444 0.3003 0.89 0.22 -0.31 0.0724